A structure of composition C76H83BBrNO7P2S2 at a distorted geometry. Source: the Open Molecules 2025 dataset; level of theory: ωB97M-V/def2-TZVPD.

Computed properties:
E_LUMO (eV): -0.41
2S+1: 1
E_tot (eV): -206948.3976
Net charge: 0
Orbital gap (eV): 8.77
HOMO energy (eV): -9.184

Geometry as XYZ:
```
173
Properties=species:S:1:pos:R:3:mulliken_charge:R:1
C -6.7377 -7.2821 -2.5495 -0.82
C -6.4921 -6.2555 -3.6920 -0.36
B -7.0501 -4.8148 -3.3917 0.78
O -8.3239 -4.6712 -3.0344 -0.59
C -6.1803 -3.4311 -3.4634 0.26
P -4.9106 -3.4178 -4.8408 0.13
S -5.4051 -4.5703 -6.3271 -0.39
O -7.1677 -2.4547 -4.0105 -0.40
S -7.8278 -1.5660 -2.8686 1.22
O -7.7002 -0.2039 -3.1555 -0.60
O -9.0993 -1.9974 -2.4989 -0.56
O -6.8112 -1.9975 -1.6367 -0.25
C -5.7990 -2.7494 -2.1573 0.01
Br -4.3986 -1.3284 -2.5677 -0.05
P -4.9571 -3.7387 -0.7981 1.25
N -5.5368 -3.2506 0.5352 -0.91
O -3.3977 -3.5343 -0.8452 -0.48
O -5.2098 -5.2930 -1.0046 -0.34
H -5.7858 -7.5754 -2.1255 0.06
H -7.1946 -8.1940 -2.9072 0.38
H -7.3170 -6.8423 -1.7471 0.32
H -7.0351 -6.6116 -4.5644 0.33
H -5.4467 -6.2603 -3.9693 -0.05
H -8.7756 -5.5190 -3.1881 0.33
H -3.6740 -3.7222 -4.2498 0.11
H -4.9039 -2.0945 -5.2731 0.18
H -5.9791 -4.0147 1.0339 0.19
H -3.1943 -2.8924 -0.1372 0.24
H -4.3777 -5.7621 -1.2097 -0.01
C -2.0759 -0.6283 3.3026 -0.18
C -1.2528 0.4889 3.2738 -0.64
C -1.1979 1.2839 2.1368 -0.22
C -1.9686 0.9632 1.0291 -0.80
C -2.7923 -0.1527 1.0609 -0.23
C -2.8474 -0.9497 2.1955 -0.63
H -2.1166 -1.2515 4.1870 0.46
H -0.6510 0.7400 4.1381 0.43
H -0.5514 2.1522 2.1124 0.51
H -1.9256 1.5819 0.1420 0.42
H -3.3962 -0.4092 0.2001 0.46
H -3.4907 -1.8225 2.2145 0.45
C 2.9203 -4.2535 4.9938 -0.48
C 3.3416 -3.3308 4.0479 -0.31
C 2.4531 -2.3833 3.5605 -0.57
C 1.1458 -2.3515 4.0251 0.08
C 0.7259 -3.2726 4.9741 -0.44
C 1.6118 -4.2265 5.4556 -0.49
H 3.6128 -4.9955 5.3715 0.43
H 4.3629 -3.3516 3.6887 0.41
H 2.7790 -1.6670 2.8164 0.35
H 0.4565 -1.6106 3.6452 0.21
H -0.2936 -3.2485 5.3377 0.35
H 1.2830 -4.9489 6.1920 0.42
C 1.6276 6.3287 1.1949 -0.55
C 0.7375 6.3007 0.1310 -0.28
C -0.5398 5.7883 0.3073 -0.48
C -0.9300 5.3115 1.5509 -0.39
C -0.0410 5.3422 2.6158 -0.67
C 1.2392 5.8473 2.4371 -0.09
H 2.6246 6.7270 1.0545 0.30
H 1.0409 6.6786 -0.8370 0.45
H -1.2325 5.7611 -0.5242 0.39
H -1.9278 4.9154 1.6899 0.46
H -0.3463 4.9719 3.5861 0.42
H 1.9339 5.8669 3.2673 0.41
C 4.7728 -10.2264 6.5416 -0.41
C 5.1944 -9.3014 5.5973 -0.39
C 4.3070 -8.3522 5.1103 -0.55
C 2.9988 -8.3235 5.5746 -0.19
C 2.5788 -9.2468 6.5214 -0.52
C 3.4645 -10.2004 7.0022 -0.37
H 5.4645 -10.9681 6.9190 0.37
H 6.2157 -9.3207 5.2396 0.38
H 4.6348 -7.6349 4.3684 0.46
H 2.3064 -7.5807 5.1979 0.44
H 1.5595 -9.2234 6.8845 0.38
H 3.1352 -10.9232 7.7371 0.37
C -2.5941 -6.7698 -3.0412 0.52
C -2.3818 -7.5053 -4.1975 -0.55
C -1.2665 -8.3260 -4.2911 -0.56
C -0.3767 -8.4168 -3.2272 -0.44
C -0.5969 -7.6811 -2.0717 -0.40
C -1.7032 -6.8529 -1.9817 -0.67
H -3.4651 -6.1268 -2.9638 -0.07
H -3.0811 -7.4387 -5.0214 0.43
H -1.0919 -8.8978 -5.1926 0.39
H 0.4888 -9.0627 -3.2988 0.34
H 0.0912 -7.7525 -1.2391 0.57
H -1.8718 -6.2737 -1.0809 0.51
C 6.7082 -1.7394 0.1574 -0.50
C 5.4556 -1.9481 0.7164 -0.26
C 4.7126 -3.0641 0.3590 -0.16
C 5.2259 -3.9763 -0.5518 -0.53
C 6.4796 -3.7692 -1.1085 -0.37
C 7.2193 -2.6491 -0.7568 -0.36
H 7.2862 -0.8675 0.4343 0.36
H 5.0581 -1.2390 1.4317 0.34
H 3.7329 -3.2235 0.7916 0.36
H 4.6482 -4.8491 -0.8270 0.41
H 6.8807 -4.4813 -1.8178 0.36
H 8.1952 -2.4854 -1.1949 0.36
C 0.5380 8.6732 -3.2085 -0.42
C 0.4734 9.4501 -2.0604 -0.24
C 1.0048 10.7315 -2.0592 -0.71
C 1.5936 11.2393 -3.2086 0.26
C 1.6563 10.4633 -4.3571 -0.41
C 1.1316 9.1787 -4.3565 -0.58
H 0.1248 7.6724 -3.2093 0.40
H 0.0077 9.0566 -1.1659 0.47
H 0.9588 11.3361 -1.1625 0.41
H 2.0029 12.2414 -3.2090 0.04
H 2.1136 10.8599 -5.2545 0.35
H 1.1838 8.5721 -5.2511 0.38
C 3.2094 8.4957 4.1456 -0.15
C 3.2923 9.3697 5.2199 -0.50
C 4.4929 9.5248 5.8974 -0.38
C 5.6133 8.8117 5.4957 -0.32
C 5.5317 7.9401 4.4197 -0.61
C 4.3290 7.7796 3.7470 -0.08
H 2.2719 8.3728 3.6184 0.37
H 2.4198 9.9301 5.5296 0.36
H 4.5560 10.2023 6.7389 0.36
H 6.5508 8.9358 6.0218 0.36
H 6.4059 7.3851 4.1054 0.35
H 4.2652 7.0954 2.9100 0.24
C 3.0453 -10.1039 1.6376 -0.30
C 1.7333 -10.0383 1.1935 -0.43
C 1.4361 -10.2925 -0.1379 -0.19
C 2.4505 -10.6209 -1.0256 -0.52
C 3.7636 -10.6876 -0.5816 -0.44
C 4.0611 -10.4255 0.7486 -0.54
H 3.2756 -9.9037 2.6767 0.43
H 0.9404 -9.7887 1.8875 0.40
H 0.4107 -10.2357 -0.4829 0.47
H 2.2184 -10.8245 -2.0633 0.36
H 4.5556 -10.9446 -1.2728 0.38
H 5.0857 -10.4745 1.0936 0.39
C -2.7252 -9.3288 1.4494 -0.23
C -3.1659 -9.5504 2.7459 -0.57
C -4.3870 -9.0382 3.1619 -0.31
C -5.1716 -8.3102 2.2794 -0.82
C -4.7316 -8.0906 0.9821 -0.02
C -3.5074 -8.5971 0.5674 -0.40
H -1.7719 -9.7273 1.1251 0.39
H -2.5575 -10.1236 3.4333 0.39
H -4.7276 -9.2073 4.1749 0.37
H -6.1254 -7.9141 2.6027 0.39
H -5.3456 -7.5256 0.2923 0.33
H -3.1617 -8.4247 -0.4442 0.45
C -4.2516 13.4639 -3.7212 -0.42
C -3.9906 12.7223 -4.8645 -0.36
C -2.8643 11.9141 -4.9255 -0.49
C -2.0026 11.8408 -3.8404 0.33
C -2.2659 12.5797 -2.6966 -0.45
C -3.3878 13.3942 -2.6376 -0.43
H -5.1285 14.0964 -3.6746 0.36
H -4.6657 12.7749 -5.7089 0.36
H -2.6575 11.3400 -5.8195 0.37
H -1.1262 11.2073 -3.8850 0.05
H -1.5940 12.5200 -1.8498 0.36
H -3.5901 13.9742 -1.7464 0.37
C 5.5711 16.2609 -4.0332 -0.42
C 4.3103 16.0464 -3.4959 -0.40
C 3.5861 14.9189 -3.8547 -0.49
C 4.1267 14.0022 -4.7448 0.14
C 5.3885 14.2151 -5.2801 -0.52
C 6.1094 15.3464 -4.9269 -0.30
H 6.1348 17.1419 -3.7554 0.35
H 3.8913 16.7588 -2.7975 0.36
H 2.5994 14.7553 -3.4401 0.38
H 3.5633 13.1203 -5.0221 0.22
H 5.8101 13.4990 -5.9732 0.35
H 7.0920 15.5151 -5.3478 0.36
```